Molecular formula: C38H34BeCl2N6P2Te
Method: DFT, the ωB97M-V functional and the def2-TZVPD basis

```
84
Properties=species:S:1:pos:R:3:forces:R:3
Be -1.5476 1.3649 0.1556 -0.4 0.2 -0.2
Te 1.1155 -1.4053 -2.4851 0.5 -0.1 1.0
C 3.1685 -1.8098 -2.0624 -0.1 0.0 -0.3
C 3.5139 -2.4550 -0.8836 0.0 0.0 0.0
C 4.8525 -2.5671 -0.5486 0.0 0.0 0.0
N 5.8435 -2.1033 -1.3070 0.1 0.0 0.0
C 5.5072 -1.5241 -2.4531 0.0 0.0 0.0
C 4.1957 -1.3551 -2.8776 -0.1 0.0 0.0
C 0.7988 -0.9535 -0.4052 -1.1 0.6 -1.2
P 0.5069 0.8213 -0.2005 1.2 -0.9 0.2
C 1.5778 1.2826 1.2218 -0.3 0.2 0.2
C 1.2480 2.3445 2.0599 0.0 -0.1 0.0
C 2.0854 2.6955 3.1078 0.0 0.1 0.0
C 3.2685 2.0039 3.3126 0.0 0.0 0.0
C 3.6137 0.9582 2.4688 0.0 0.0 0.0
C 2.7666 0.5924 1.4350 0.0 -0.1 0.0
C 1.3255 1.8010 -1.5017 -0.5 0.1 -0.1
C 2.6922 2.0635 -1.5155 -0.1 0.0 0.0
C 3.2263 2.8853 -2.4959 0.1 0.0 0.0
C 2.4072 3.4537 -3.4600 0.0 0.0 0.0
C 1.0514 3.1636 -3.4747 -0.1 0.0 -0.1
C 0.5169 2.3361 -2.5022 0.1 0.0 0.1
P -0.6597 -1.6713 0.4748 0.7 -0.3 0.1
C -0.6037 -3.4680 0.1237 -0.2 0.1 0.0
C -0.9888 -3.8755 -1.1563 0.0 -0.1 0.1
C -1.0571 -5.2180 -1.4882 0.0 0.0 0.0
C -0.7621 -6.1820 -0.5355 0.0 0.0 0.0
C -0.4244 -5.7926 0.7507 0.0 -0.1 0.0
C -0.3567 -4.4472 1.0838 0.0 0.0 -0.1
C -0.0315 -1.5794 2.1986 -0.2 0.0 -0.1
C 1.1659 -2.1503 2.6228 0.0 0.1 0.1
C 1.6195 -1.9404 3.9120 0.1 -0.1 0.0
C 0.8880 -1.1542 4.7936 0.0 0.0 0.0
C -0.3020 -0.5799 4.3817 0.0 0.1 0.1
C -0.7585 -0.7963 3.0895 0.0 -0.1 -0.1
H 2.7422 -2.8394 -0.2320 0.0 0.0 0.1
H 5.1500 -3.0407 0.3816 0.0 0.0 0.0
H 6.3328 -1.1557 -3.0530 0.0 0.0 -0.1
H 3.9860 -0.8564 -3.8153 0.0 0.1 0.0
H 0.3347 2.8987 1.8948 0.0 0.0 0.1
H 1.8135 3.5139 3.7623 0.0 0.0 0.0
H 3.9198 2.2762 4.1332 0.0 0.0 0.0
H 4.5448 0.4261 2.6181 0.0 0.0 0.0
H 3.0154 -0.2395 0.7859 0.0 -0.1 0.0
H 3.3344 1.6385 -0.7568 0.0 0.0 0.0
H 4.2876 3.0966 -2.4960 0.0 0.0 0.0
H 2.8258 4.1245 -4.1986 0.0 0.0 0.0
H 0.4103 3.5874 -4.2369 0.0 0.0 0.0
H -0.5420 2.1114 -2.5030 0.0 0.0 0.0
H -1.2333 -3.1327 -1.9060 0.0 -0.1 0.0
H -1.3463 -5.5125 -2.4893 0.0 0.0 0.0
H -0.8077 -7.2321 -0.7922 0.0 0.0 0.0
H -0.2134 -6.5406 1.5044 0.0 0.0 0.0
H -0.1164 -4.1594 2.0978 0.0 -0.1 0.0
H 1.7496 -2.7458 1.9335 0.1 0.0 -0.1
H 2.5580 -2.3746 4.2335 0.0 0.0 0.0
H 1.2532 -0.9860 5.7984 0.0 0.0 0.0
H -0.8683 0.0438 5.0619 0.0 0.0 0.0
H -1.6907 -0.3466 2.7561 0.0 0.0 0.0
C -4.6196 -1.9005 -2.3868 0.1 0.0 -0.1
C -4.2842 -0.8544 -1.3868 0.0 0.2 0.1
C -5.0660 -0.2264 -0.4400 0.1 0.0 0.1
C -4.2261 0.6705 0.2330 -0.2 -0.1 -0.1
N -2.9988 0.5903 -0.2822 0.4 0.1 0.2
N -3.0585 -0.3245 -1.2665 0.0 -0.1 -0.2
C -4.6103 1.5715 1.3527 0.1 0.0 0.0
H -5.6393 -2.2425 -2.2329 0.0 0.0 0.0
H -3.9470 -2.7535 -2.2878 0.0 0.0 0.0
H -4.5343 -1.5098 -3.4017 0.0 0.0 0.0
H -6.1103 -0.3920 -0.2442 0.0 0.0 0.0
H -2.2143 -0.6090 -1.7388 0.1 0.0 0.1
H -5.4450 2.1985 1.0417 0.0 0.1 0.0
H -3.7820 2.2035 1.6556 0.0 0.0 0.1
H -4.9387 0.9781 2.2069 0.0 0.0 0.0
Cl -3.0829 2.7211 -2.5902 0.0 0.1 -0.3
C -4.1110 4.0501 -2.0407 0.0 0.0 0.0
Cl -5.7454 3.4812 -1.6712 0.0 0.1 0.0
H -4.1685 4.7787 -2.8407 0.0 0.0 0.0
H -3.6784 4.4716 -1.1404 0.0 0.0 0.0
N -1.8005 2.8725 0.5559 0.3 0.3 0.2
C -1.6914 4.0480 0.5960 0.0 -0.2 -0.1
N -1.7927 5.2803 0.6170 -0.6 0.1 0.0
C -0.9929 6.3176 0.6658 0.4 0.1 0.0
N -0.3655 7.2862 0.7041 0.0 0.0 0.0
```
Forces are in eV/Å.

Summary:
net charge: 0
gap between HOMO and LUMO: 6.69 eV
E: -100215.60906 eV